(1)
{"formula": "C31H26GeN5Pd", "method": "ωB97M-V with the def2-TZVPD basis set", "symbols": ["Pd", "N", "C", "N", "C", "N", "N", "C", "C", "C", "C", "C", "C", "N", "C", "C", "C", "C", "C", "C", "H", "H", "H", "H", "H", "H", "H", "H", "H", "H", "H", "C", "Ge", "C", "C", "C", "C", "C", "C", "C", "C", "C", "C", "C", "C", "C", "C", "C", "C", "H", "H", "H", "H", "H", "H", "H", "H", "H", "H", "H", "H", "H", "H", "H"], "xyz": [[1.109, -0.962, -0.290], [-1.941, -0.350, -3.389], [-1.208, -0.939, -2.459], [-0.098, -0.452, -1.972], [0.379, 0.766, -2.490], [1.565, 1.191, -2.183], [2.183, 0.360, -1.329], [3.443, 0.379, -1.091], [3.944, -0.606, -0.119], [5.285, -0.715, 0.199], [5.695, -1.715, 1.074], [4.749, -2.580, 1.593], [3.416, -2.408, 1.244], [3.016, -1.447, 0.418], [-0.452, 1.512, -3.407], [-0.113, 2.793, -3.857], [-0.944, 3.450, -4.737], [-2.118, 2.844, -5.187], [-2.472, 1.580, -4.756], [-1.635, 0.923, -3.865], [-2.764, -0.822, -3.736], [-1.547, -1.903, -2.107], [4.099, 1.078, -1.600], [5.998, -0.033, -0.244], [6.739, -1.818, 1.334], [5.022, -3.379, 2.267], [2.646, -3.056, 1.641], [0.801, 3.248, -3.504], [-0.685, 4.439, -5.089], [-2.758, 3.367, -5.884], [-3.381, 1.108, -5.106], [-1.557, -3.519, 0.621], [-0.904, -1.765, 1.187], [-0.161, -1.720, 2.989], [1.088, -1.294, 3.415], [1.410, -1.308, 4.763], [0.483, -1.741, 5.700], [-0.774, -2.163, 5.289], [-1.091, -2.160, 3.939], [-1.950, -0.251, 0.567], [-3.189, -0.527, 0.026], [-4.006, 0.496, -0.480], [-3.550, 1.785, -0.486], [-2.283, 2.114, 0.050], [-1.802, 3.442, 0.035], [-0.582, 3.750, 0.567], [0.206, 2.744, 1.152], [-0.222, 1.440, 1.161], [-1.476, 1.086, 0.612], [-2.431, -3.756, 1.235], [-0.812, -4.288, 0.815], [-1.870, -3.560, -0.420], [1.817, -0.921, 2.704], [2.386, -0.971, 5.084], [0.739, -1.746, 6.750], [-1.505, -2.495, 6.013], [-2.079, -2.502, 3.645], [-3.563, -1.546, -0.003], [-4.989, 0.258, -0.863], [-4.162, 2.582, -0.891], [-2.427, 4.216, -0.393], [-0.230, 4.773, 0.567], [1.153, 3.007, 1.605], [0.363, 0.686, 1.679]], "relative_energy_kj_mol": 13.3, "spin_multiplicity": 2, "total_charge": 2, "homo_ev": [-13.527, -13.568], "homo_lumo_gap_ha": [0.2417, 0.1998]}

---

(2)
{"formula": "C7H35NO13", "method": "ωB97M-V with the def2-TZVPD basis set", "symbols": ["C", "N", "C", "C", "C", "C", "C", "C", "H", "H", "H", "H", "H", "H", "H", "H", "H", "H", "H", "O", "H", "H", "O", "H", "H", "O", "H", "H", "O", "H", "H", "O", "H", "H", "O", "H", "H", "O", "H", "H", "O", "H", "H", "O", "H", "H", "O", "H", "H", "O", "H", "H", "O", "H", "H", "O"], "xyz": [[-0.595, -0.881, -3.643], [-1.123, -1.194, -0.753], [-1.592, -0.078, -1.430], [-1.255, 0.155, -2.766], [-1.500, 1.413, -3.325], [-2.114, 2.384, -2.545], [-2.600, 2.079, -1.270], [-2.485, 0.789, -0.779], [-1.436, -1.176, -4.284], [0.232, -0.471, -4.210], [-0.282, -1.804, -3.171], [-1.022, -1.056, 0.243], [-0.461, -1.773, -1.225], [-1.378, 1.678, -4.369], [-2.176, 3.430, -2.820], [-3.165, 2.801, -0.696], [-2.990, 0.727, 0.176], [-0.892, -1.182, 3.036], [0.148, -1.778, 1.995], [-0.768, -1.419, 2.117], [1.607, -2.980, 1.665], [1.943, -2.424, 3.026], [1.769, -2.135, 2.121], [-0.436, 2.647, 4.279], [0.778, 1.830, 3.995], [0.523, 2.698, 4.324], [1.995, -0.457, -0.449], [2.082, -0.661, -1.963], [1.845, -1.092, -1.143], [3.950, -0.632, 2.965], [3.838, -1.427, 1.717], [4.490, -1.166, 2.374], [4.413, 0.325, -2.551], [4.346, -0.117, -1.174], [4.665, -0.442, -2.028], [1.771, 3.863, 3.136], [1.874, 4.012, 1.442], [1.970, 3.543, 2.263], [2.635, 0.736, 1.020], [2.798, 2.087, 1.696], [3.222, 1.211, 1.613], [2.448, -4.373, -0.627], [1.624, -2.994, -0.664], [1.852, -3.788, -0.170], [-4.024, -1.352, 0.529], [-3.985, -0.650, 1.915], [-3.988, -1.503, 1.481], [0.599, 2.188, -0.857], [0.148, 0.923, -1.339], [1.014, 1.353, -1.123], [-3.337, 1.940, 2.854], [-2.298, 1.301, 1.960], [-2.412, 1.998, 2.618], [-3.987, -3.145, -1.840], [-3.883, -1.615, -1.844], [-4.392, -2.344, -1.505]], "relative_energy_kj_mol": 183.6, "total_charge": 0, "homo_ev": -8.335, "homo_lumo_gap_ha": 0.3067}

---

(3)
{"formula": "C11H13BrFO4", "method": "ωB97M-V with the def2-TZVPD basis set", "symbols": ["C", "O", "C", "C", "O", "C", "Br", "C", "O", "O", "H", "H", "H", "H", "H", "H", "H", "H", "F", "C", "C", "C", "C", "C", "C", "H", "H", "H", "H", "H"], "xyz": [[-1.849, -0.841, -0.411], [-2.547, -0.661, 0.788], [-1.971, 0.379, 1.619], [-2.857, 1.623, 1.416], [-2.065, 2.822, 1.578], [-1.471, 3.129, 0.381], [-0.227, 4.618, 0.665], [-2.024, -0.114, 3.082], [-3.098, -0.579, 3.521], [-0.948, 0.043, 3.720], [-1.076, -1.607, -0.334], [-2.571, -1.197, -1.152], [-1.401, 0.065, -0.800], [-0.952, 0.558, 1.281], [-3.265, 1.611, 0.402], [-3.630, 1.571, 2.175], [-0.881, 2.314, -0.038], [-2.179, 3.475, -0.375], [0.631, -0.013, -1.372], [1.772, -0.732, -1.412], [2.871, -0.188, -2.047], [4.052, -0.914, -2.092], [4.117, -2.173, -1.511], [3.001, -2.704, -0.880], [1.819, -1.980, -0.823], [2.798, 0.792, -2.499], [4.922, -0.496, -2.580], [5.039, -2.739, -1.549], [3.049, -3.685, -0.428], [0.946, -2.376, -0.326]], "total_charge": -1, "homo_ev": -4.160, "homo_lumo_gap_ha": 0.2496}

---

no.,M (g/mol)
1,647.61
2,341.35
3,308.12